Here is a molecular structure, C26H17BBr4F4N6O7Y at a distorted geometry from the Open Molecules 2025 dataset. Energies are from ωB97M-V/def2-TZVPD.

Values from the calculation:
Net charge = -1
Gap between HOMO and LUMO = 7.518 eV
ΔE to the lowest compared entry with this formula, charge and spin = 41.6 kcal/mol
Calculated total energy = -343279.161 eV
2S+1 = 1
M = 1020.78 g/mol

XYZ file:
```
66
C26H17BBr4F4N6O7Y, DFT ωB97M-V/def2-TZVPD
Y -0.73 0.57 -0.49
O 6.67 0.84 -1.31
C 6.18 0.61 -0.22
O 6.65 0.33 0.90
C 4.65 0.81 -0.17
C 3.95 1.28 -1.26
C 2.56 1.25 -1.26
N 1.80 0.86 -0.20
C 2.54 0.57 0.91
C 3.90 0.50 0.95
C 1.75 0.36 2.17
C 2.33 -0.15 3.34
C 1.46 -0.28 4.43
C 0.18 0.19 4.38
C -0.28 0.72 3.19
N 0.44 0.72 2.11
C 1.81 1.54 -2.55
C 2.40 2.28 -3.56
C 1.72 2.44 -4.74
C 0.53 1.81 -4.96
C 0.01 1.16 -3.85
N 0.56 1.06 -2.64
H 4.47 1.54 -2.14
H 4.47 0.16 1.77
H 3.36 -0.40 3.42
H 1.92 -0.65 5.32
H -0.49 0.14 5.23
H -1.34 0.94 3.08
H 3.42 2.66 -3.47
H 2.29 3.08 -5.46
H -0.08 1.77 -5.80
H -0.97 0.75 -3.93
C 1.79 -4.35 -1.11
C 0.82 -3.40 -0.50
N 1.13 -2.73 0.51
O 2.39 -2.97 0.96
C -0.43 -2.92 -1.17
C -1.47 -3.85 -1.65
N -0.64 -1.68 -1.05
O -1.81 -1.19 -1.47
H 2.27 -3.81 -1.94
H 1.36 -5.23 -1.49
H 2.58 -4.74 -0.45
H 2.49 -2.51 1.78
H -2.06 -3.41 -2.47
H -2.21 -4.04 -0.83
H -1.05 -4.84 -2.07
Br -4.26 -2.53 4.12
C -4.48 -1.16 2.86
C -5.74 -0.55 2.82
Br -7.21 -1.25 3.66
C -5.82 0.59 2.08
Br -7.47 1.53 1.89
C -4.63 1.12 1.54
O -4.69 2.32 0.86
C -3.40 0.43 1.45
O -2.44 1.01 0.87
C -3.41 -0.79 2.11
Br -1.80 -1.76 1.89
F -1.29 3.58 -2.91
B -1.96 3.16 -1.76
F -2.28 1.76 -1.91
F -3.11 3.87 -1.52
F -1.05 3.10 -0.65
O -4.25 4.38 0.91
N -4.01 3.40 1.47
```